The following is a quantum chemistry calculation of a structure of composition C25H29B2BrF4N5O7SeV, from the OMol25 dataset.

As for the expectation value of S²: 2.362. For the energy relative to the best compared isomer or geometry (same formula, charge and spin), the calculation gives 81.0 kJ/mol. The maximum force is 2.1 eV/Å. As for the energy: -221483.343 eV. As for the orbital gap (alpha / beta): 0.254 / 0.233 Eh.

ORCA input file:
```
! wB97M-V def2-TZVPD RIJCOSX def2/J DEFGRID3
* xyz 0 3
V 14.2033 11.3259 8.1255
C 13.5368 11.9669 12.3467
C 14.1222 11.9154 10.9652
N 13.8525 10.9683 10.1533
O 13.1136 9.9506 10.5972
B 12.9452 8.9451 9.4750
F 12.4753 9.7583 8.3703
F 12.0847 7.9918 9.9266
O 14.2161 8.3224 8.9353
N 14.9633 9.3180 8.3811
C 16.1594 9.0414 8.0600
C 16.7899 7.6760 8.2453
C 16.9767 10.2256 7.5768
N 16.3470 11.3323 7.6268
O 16.9831 12.3636 7.0372
B 17.1220 13.5760 7.9515
F 17.9699 13.0951 8.9359
F 17.6372 14.5874 7.2096
O 15.8428 14.0156 8.5844
N 15.1157 13.0407 9.1498
C 14.8841 13.0815 10.4087
C 15.4246 14.1840 11.2876
C 18.3422 10.0999 6.9683
H 12.8892 11.1274 12.4818
H 12.9444 12.8901 12.4653
H 14.2607 11.9566 13.1681
H 16.0012 6.9668 8.5629
H 17.5565 7.6932 9.0116
H 17.2161 7.2838 7.3316
H 15.7376 14.9527 10.5958
H 16.2645 13.9096 11.9036
H 14.6718 14.6045 11.9506
H 18.7506 9.0934 6.9517
H 19.0034 10.7532 7.5480
H 18.3025 10.4945 5.9605
C 14.6323 20.9929 8.9418
C 14.2997 19.5822 8.5380
C 13.3694 18.7998 9.2206
C 13.0239 17.5494 8.8021
C 12.0760 16.7483 9.6403
C 13.6419 17.0291 7.6338
Se 13.1150 15.3536 7.0032
C 14.6445 17.7748 6.9419
C 15.4255 17.2548 5.7647
C 14.9301 19.0558 7.4154
H 13.7533 21.5180 9.3030
H 15.0919 21.5510 8.1202
H 15.3449 20.9865 9.7673
H 12.8796 19.2264 10.0766
H 11.7630 17.3525 10.4784
H 12.5447 15.8336 10.0149
H 11.1838 16.4358 9.1184
H 14.7901 17.1673 4.8860
H 15.8031 16.2353 5.9824
H 16.2390 17.9197 5.5182
H 15.6997 19.6262 6.9266
Br 6.1811 13.5849 7.4905
C 7.7930 12.8549 8.3160
C 7.6993 12.2747 9.5723
N 8.7217 11.7147 10.2129
C 9.9267 11.7268 9.5973
C 10.1017 12.2815 8.3512
C 9.0126 12.8757 7.6954
C 11.4269 12.1611 7.5898
O 11.3686 11.8069 6.4401
O 12.5311 12.4037 8.2572
H 6.7289 12.2568 10.0524
H 10.7589 11.2264 10.0801
H 9.1617 13.2869 6.6925
C 13.0375 10.5714 4.7211
C 13.5708 11.1825 5.9886
O 14.2810 12.1205 6.0804
H 12.9481 11.3770 4.0081
H 12.0792 10.0785 4.9484
H 13.7932 9.8468 4.3947
*
```

The following is a quantum chemistry calculation of a structure of composition C25H29Br2N4OTi, from the OMol25 dataset.

For the energy relative to the best compared isomer or geometry (same formula, charge and spin), the calculation gives 0.0 kJ/mol. The maximum force is 0.7 eV/Å. As for the energy: -197609.842 eV. As for the orbital gap: 0.262 Eh.

ORCA input file:
```
! wB97M-V def2-TZVPD RIJCOSX def2/J DEFGRID3
* xyz -1 1
Ti 1.1758 0.5042 -0.1826
O 1.4682 -2.1902 -3.4037
C 1.5073 -1.5683 -2.3348
N 1.0293 -0.3553 -2.0954
C 0.6468 0.3748 -3.2709
C 0.2238 1.7546 -2.8818
C -0.2479 2.6556 -3.8325
C -0.5841 3.9352 -3.4473
C -0.4457 4.2822 -2.1087
C 0.0128 3.3299 -1.2266
N 0.3425 2.0865 -1.5946
C 2.3085 -2.1181 -1.1839
C 3.0992 -3.2351 -1.4034
C 4.0167 -3.6003 -0.4395
C 4.1451 -2.8016 0.6889
C 3.3357 -1.6906 0.8173
N 2.4113 -1.3623 -0.0886
H 1.4963 0.4512 -3.9627
H -0.1561 -0.1164 -3.8320
H -0.3339 2.3362 -4.8629
H -0.9470 4.6531 -4.1718
H -0.6947 5.2714 -1.7512
H 0.1175 3.5577 -0.1754
H 2.9786 -3.7584 -2.3406
H 4.6518 -4.4667 -0.5760
H 4.8807 -3.0165 1.4514
H 3.4497 -1.0139 1.6526
Br 3.5614 1.4050 -1.1280
C 1.5160 2.2133 1.1890
Br 2.8038 1.6153 2.5633
H 0.6536 2.5399 1.7740
H 2.0206 3.0734 0.7537
C 1.0430 -1.5651 3.1242
C -0.3303 -1.0491 3.5105
C -0.2974 0.4257 3.9198
C -1.4085 -1.2561 2.4652
C -2.5157 -1.9737 2.9041
C -3.6781 -2.0760 2.1652
C -3.7457 -1.3624 0.9849
C -2.6680 -0.6375 0.4921
C -2.9543 0.1917 -0.7454
C -2.6926 1.6785 -0.4859
C -2.2660 -0.3650 -1.9865
C -1.4050 -0.6522 1.1679
N -0.2763 -0.0781 0.6044
H 1.7332 -1.5075 3.9704
H 1.4351 -0.9486 2.3296
H 0.9938 -2.5986 2.7734
H -0.6540 -1.6192 4.3877
H -0.0698 1.0496 3.0566
H 0.4685 0.6094 4.6760
H -1.2693 0.7262 4.3171
H -2.4622 -2.4456 3.8800
H -4.5240 -2.6474 2.5260
H -4.6725 -1.3493 0.4201
H -4.0308 0.0978 -0.9220
H -1.7111 1.8209 -0.0399
H -3.4396 2.0703 0.2085
H -2.7449 2.2594 -1.4113
H -1.2012 -0.4781 -1.8148
H -2.4311 0.2867 -2.8498
H -2.6688 -1.3527 -2.2234
*
```

The following is a quantum chemistry calculation of a structure of composition C25H29BrGaN9O6S, from the OMol25 dataset.

For the energy relative to the best compared isomer or geometry (same formula, charge and spin), the calculation gives 66.9 kJ/mol. The maximum force is 4.0 eV/Å. As for the energy: -185326.137 eV. As for the orbital gap: 0.263 Eh.

ORCA input file:
```
! wB97M-V def2-TZVPD RIJCOSX def2/J DEFGRID3
* xyz 2 1
Ga -0.8141 -0.8212 -0.2886
O -1.8936 2.3788 -0.4965
C -1.2090 1.8834 -1.4470
O -1.0067 0.5189 -1.6008
C -0.4151 2.7243 -2.3377
C 0.7782 2.2666 -2.8661
C 1.7670 3.1705 -3.2549
C 1.5172 4.5254 -3.3971
C 0.2459 4.9256 -3.0759
C -0.6690 4.0778 -2.4729
N -0.1232 6.2306 -3.5672
O -1.2953 6.6096 -3.4324
O 0.7509 6.8288 -4.2866
N 3.1038 2.6794 -3.3466
O 3.2067 1.4643 -3.3111
O 4.0519 3.4419 -3.3541
H 0.9635 1.2444 -2.7994
H 2.2374 5.2458 -3.7112
H -1.6094 4.5113 -2.0938
C 2.6433 2.9989 1.3031
C 1.6073 2.2802 2.1710
C 0.4923 3.2485 2.6228
C 2.4350 1.7062 3.3791
C 0.9763 1.2200 1.4094
N 0.2650 0.4249 0.9258
H 2.9954 4.0055 1.6838
H 2.3181 3.0779 0.2355
H 3.5359 2.4086 1.3239
H 0.7109 4.0423 3.3236
H -0.2349 2.5389 3.0428
H 0.0484 3.7581 1.7505
H 3.0418 2.5164 3.7543
H 3.2155 0.9815 3.0254
H 1.8570 1.2918 4.2080
Br 0.1451 -3.3857 4.9120
C 0.9595 -4.8217 3.9963
C 0.8581 -6.1116 4.5192
C 1.4631 -7.2378 3.9046
C 1.8030 -7.0441 2.5986
N 1.9242 -5.8230 2.0830
C 1.7169 -4.7363 2.8543
H 0.3070 -6.1665 5.4358
H 1.3946 -8.2342 4.2687
H 1.9653 -7.8486 1.9194
H 2.0748 -3.7997 2.4056
C -5.7384 -2.4852 -0.2998
N -5.2614 -1.1150 -0.1290
C -6.0746 0.0902 -0.4742
C -5.2220 1.2754 0.0146
N -3.9176 0.6395 0.1031
C -3.9645 -0.7077 0.0914
S -2.6906 -1.8308 0.5072
H -6.7798 -2.3810 -0.4881
H -5.6611 -3.0308 0.6390
H -5.2675 -3.0364 -1.1419
H -7.0647 0.0623 -0.0007
H -6.3221 0.1530 -1.5694
H -5.5290 1.6649 1.0309
H -5.2262 2.0797 -0.7298
H -2.9815 1.1485 -0.0194
N 3.8333 -1.4207 -2.8204
C 2.8516 -1.9836 -2.0617
C 1.7871 -1.1537 -1.6255
N 0.7803 -1.8283 -0.9350
C 0.9497 -3.1176 -0.5672
C 2.0510 -3.8547 -1.0151
N 2.9759 -3.3144 -1.8078
H 3.9871 -0.4549 -2.9358
H 4.6801 -1.9811 -3.0711
H 1.4632 -0.1609 -2.0254
H 0.1913 -3.5840 0.0994
H 2.0443 -4.8695 -0.6850
*
```